Formula: AlB2H14O3
Source: OMol25
Level of theory: ωB97M-V/def2-TZVPD

Atoms and positions in Å:
Al: -0.020 -0.370 -0.062
B: 2.831 0.686 0.740
H: 1.979 0.133 1.417
H: 2.963 1.798 1.094
H: 3.755 -0.038 0.824
H: 2.494 0.772 -0.409
B: -0.065 -2.037 2.359
H: 1.074 -2.011 2.044
H: -0.346 -0.960 2.751
H: -0.659 -2.339 1.328
H: -0.222 -2.881 3.167
O: 0.560 1.302 -2.354
H: -0.018 1.398 -3.118
H: 1.284 1.921 -2.508
O: -2.220 1.481 -0.367
H: -2.508 2.058 -1.084
H: -2.939 1.509 0.277
O: -2.331 -0.787 -1.804
H: -3.015 -0.120 -1.910
H: -2.596 -1.513 -2.382

The net charge is +1. Its relative energy (zero: lowest compared OMol25 entry of this formula, charge and spin) is 0.0000 eV. For the electronic energy, the calculation gives -14304.122 eV.

Results of the Löwdin charge analysis, in e, for atoms 1 through 8: number 1, Al, carries 1.3460; number 2, B, carries -0.2094; number 3, H, carries -0.0152; number 4, H, carries 0.0324; number 5, H, carries 0.0440; number 6, H, carries -0.0344; number 7, B, carries -0.3205; number 8, H, carries -0.0341